Entry from OMol25: a 6-piece molecular cluster, H12O5S2 overall (ωB97M-V/def2-TZVPD).

Each line ends with the Löwdin charge.
Atoms and positions in Å:
S (-1.536, 0.287, -1.583)  0.225
S (-0.758, -1.349, -2.385)  0.245
O (-0.526, -0.933, 1.519)  -0.089
O (2.297, -0.490, -0.472)  -0.075
O (1.891, -1.643, 2.522)  -0.075
O (-1.102, 1.710, 1.821)  -0.089
O (1.281, 2.801, 1.272)  -0.026
H (1.714, -1.052, 0.045)  0.003
H (1.688, 2.228, 0.619)  0.056
H (-1.267, 1.406, -2.273)  -0.187
H (-1.503, 2.397, 2.369)  0.054
H (1.857, 3.520, 1.523)  0.061
H (1.791, -0.884, 3.098)  0.028
H (-1.199, -1.060, 0.853)  0.001
H (0.573, -1.265, -2.140)  -0.197
H (3.030, -0.232, 0.091)  0.033
H (-0.665, -0.121, 2.040)  0.025
H (0.982, -1.843, 2.238)  0.005
H (-0.297, 2.206, 1.546)  0.001

Summary:
- multiplicity = 1
- highest occupied orbital energy (Eh) = -0.3335
- energy relative to the best compared isomer or geometry (same formula, charge and spin) (kJ/mol) = 64.0
- lowest unoccupied orbital energy (eV) = 0.1757